a:
{"formula": "C32H40N5OP2Zr", "method": "ωB97M-V/def2-TZVPD", "charge": 2, "e_lumo_ev": [-7.801, -10.002], "homo_ev": [-12.71, -12.71], "gap_ev": [4.91, 2.71], "spin_multiplicity": 2, "symbols": ["Zr", "C", "C", "C", "C", "C", "C", "C", "C", "C", "H", "H", "H", "H", "H", "H", "H", "H", "H", "H", "H", "H", "H", "H", "H", "P", "P", "N", "N", "N", "N", "C", "C", "C", "C", "C", "C", "C", "C", "C", "C", "C", "C", "C", "C", "C", "C", "C", "C", "H", "H", "H", "H", "H", "H", "H", "H", "H", "H", "H", "H", "H", "H", "H", "H", "H", "H", "H", "H", "O", "N", "C", "C", "C", "C", "C", "H", "H", "H", "H", "H"], "positions_angstrom": [[2.70, -1.47, -3.26], [-1.46, -2.55, -1.41], [-0.64, -2.67, -2.47], [-0.57, -1.90, -3.74], [-0.15, -0.38, -3.73], [-1.31, 0.46, -3.28], [-2.43, 0.03, -2.78], [-3.22, -1.30, -2.72], [-2.92, -2.19, -1.57], [4.76, -1.05, -2.18], [-1.10, -2.91, -0.43], [0.25, -3.30, -2.35], [-1.47, -2.02, -4.30], [0.12, -2.42, -4.43], [0.68, -0.16, -2.99], [0.11, -0.06, -4.75], [-1.15, 1.52, -3.30], [-3.26, 0.83, -2.71], [-3.17, -1.86, -3.67], [-4.25, -0.98, -2.58], [-3.15, -1.69, -0.63], [-3.54, -3.09, -1.60], [4.79, -0.60, -1.17], [5.15, -0.31, -2.88], [5.37, -1.97, -2.15], [2.97, -1.15, -5.79], [2.71, -4.29, -3.95], [1.95, -0.39, -7.07], [4.51, -1.03, -6.67], [1.10, -5.19, -4.52], [3.55, -5.96, -3.92], [2.60, -2.86, -6.33], [3.41, -3.96, -5.63], [1.54, 0.95, -7.05], [0.80, 1.20, -8.19], [0.80, -0.01, -8.99], [1.55, -0.94, -8.30], [5.64, -0.34, -6.23], [6.58, -0.33, -7.29], [5.99, -1.03, -8.38], [4.74, -1.43, -7.99], [0.00, -5.57, -3.75], [-1.05, -5.98, -4.58], [-0.58, -5.90, -5.90], [0.73, -5.43, -5.85], [3.41, -6.98, -4.87], [4.18, -8.07, -4.50], [4.89, -7.70, -3.29], [4.49, -6.39, -2.97], [2.84, -2.97, -7.37], [1.51, -3.03, -6.23], [3.50, -4.87, -6.26], [4.46, -3.64, -5.43], [1.81, 1.59, -6.23], [0.27, 2.12, -8.45], [0.33, -0.18, -9.93], [1.78, -1.95, -8.58], [5.68, 0.07, -5.23], [7.57, 0.10, -7.25], [6.43, -1.20, -9.36], [3.99, -1.99, -8.56], [0.03, -5.53, -2.67], [-2.03, -6.29, -4.27], [-1.09, -6.15, -6.82], [1.45, -5.27, -6.65], [2.77, -6.86, -5.70], [4.23, -9.02, -5.01], [5.60, -8.32, -2.75], [4.79, -5.74, -2.17], [2.13, -1.12, -1.61], [0.32, 0.20, 0.20], [0.10, -0.46, 1.34], [-0.81, -0.02, 2.34], [-1.45, 1.21, 2.17], [-1.11, 1.96, 1.05], [-0.22, 1.40, 0.10], [0.64, -1.38, 1.46], [-1.01, -0.65, 3.21], [-2.18, 1.59, 2.88], [-1.50, 2.96, 0.84], [0.12, 1.95, -0.79]]}

=====

b:
{"formula": "C32H40N5OP2Zr", "method": "ωB97M-V/def2-TZVPD", "charge": 2, "e_lumo_ev": [-7.576, -7.541], "homo_ev": [-11.37, -11.37], "gap_ev": [3.79, 3.82], "spin_multiplicity": 2, "symbols": ["Zr", "C", "C", "C", "C", "C", "C", "C", "C", "C", "H", "H", "H", "H", "H", "H", "H", "H", "H", "H", "H", "H", "H", "H", "H", "P", "P", "N", "N", "N", "N", "C", "C", "C", "C", "C", "C", "C", "C", "C", "C", "C", "C", "C", "C", "C", "C", "C", "C", "H", "H", "H", "H", "H", "H", "H", "H", "H", "H", "H", "H", "H", "H", "H", "H", "H", "H", "H", "H", "O", "N", "C", "C", "C", "C", "C", "H", "H", "H", "H", "H"], "positions_angstrom": [[0.63, -0.31, 3.86], [-1.16, 1.24, 3.58], [-1.20, 0.26, 2.58], [-0.47, 0.42, 1.26], [1.02, 0.00, 1.21], [1.95, 0.69, 2.18], [1.61, 1.82, 2.92], [0.57, 2.84, 2.51], [-0.80, 2.67, 3.23], [0.04, -2.37, 3.35], [-1.83, 1.13, 4.44], [-1.87, -0.59, 2.68], [-0.59, 1.43, 0.86], [-0.98, -0.22, 0.51], [1.07, -1.09, 1.39], [1.38, 0.16, 0.17], [2.97, 0.29, 2.24], [2.33, 2.17, 3.67], [0.45, 2.89, 1.42], [0.95, 3.84, 2.79], [-0.78, 3.28, 4.15], [-1.58, 3.13, 2.59], [-0.23, -2.77, 4.34], [0.89, -2.95, 2.98], [-0.83, -2.56, 2.70], [1.30, -0.90, -3.01], [-1.77, -0.85, -2.87], [2.76, 0.03, -3.16], [1.97, -2.28, -3.99], [-2.00, 0.91, -2.75], [-3.40, -1.16, -3.38], [0.41, -0.16, -4.45], [-0.98, -0.78, -4.56], [3.64, 0.23, -2.09], [4.70, 1.00, -2.54], [4.48, 1.29, -3.93], [3.30, 0.65, -4.29], [2.23, -3.54, -3.44], [2.76, -4.37, -4.42], [2.81, -3.61, -5.63], [2.36, -2.33, -5.33], [-1.99, 1.53, -1.49], [-1.92, 2.90, -1.67], [-1.96, 3.16, -3.07], [-2.01, 1.92, -3.71], [-4.17, -0.46, -4.32], [-5.33, -1.18, -4.56], [-5.28, -2.37, -3.75], [-4.09, -2.34, -3.05], [0.94, -0.28, -5.40], [0.33, 0.92, -4.24], [-1.59, -0.24, -5.30], [-0.94, -1.83, -4.87], [3.40, -0.18, -1.12], [5.55, 1.33, -1.94], [5.11, 1.89, -4.57], [2.79, 0.62, -5.24], [2.00, -3.72, -2.39], [3.07, -5.40, -4.29], [3.14, -3.94, -6.61], [2.28, -1.46, -5.97], [-2.09, 0.92, -0.61], [-1.87, 3.63, -0.87], [-1.97, 4.13, -3.56], [-2.06, 1.70, -4.77], [-3.82, 0.47, -4.74], [-6.13, -0.88, -5.23], [-6.03, -3.15, -3.72], [-3.64, -3.02, -2.34], [0.63, -0.24, 5.81], [0.33, 0.01, 7.14], [-0.98, 0.01, 7.49], [-1.33, 0.57, 8.71], [-0.33, 1.00, 9.58], [1.01, 0.93, 9.19], [1.34, 0.35, 7.97], [-1.67, -0.45, 6.78], [-2.39, 0.65, 8.97], [-0.60, 1.39, 10.56], [1.80, 1.33, 9.82], [2.36, 0.22, 7.61]]}

=====

Most stable pick: b. Distance to second place: 85.5 kcal/mol.

=====

a:
{"formula": "C27H78N6O9", "method": "ωB97M-V/def2-TZVPD", "e_lumo_ev": 0.625, "homo_ev": -8.64, "gap_ev": 9.26, "smiles": "COC[C@H](C)N.COC[C@H](C)N.COC[C@H](C)N.COC[C@H](C)N.COC[C@H](C)N.COC[C@H](C)N.CO.CO.CO", "spin_multiplicity": 1, "symbols": ["C", "O", "H", "H", "H", "H", "C", "O", "H", "H", "H", "H", "C", "O", "H", "H", "H", "H", "C", "C", "C", "O", "C", "N", "H", "H", "H", "H", "H", "H", "H", "H", "H", "H", "H", "C", "C", "C", "O", "C", "N", "H", "H", "H", "H", "H", "H", "H", "H", "H", "H", "H", "C", "C", "C", "O", "C", "N", "H", "H", "H", "H", "H", "H", "H", "H", "H", "H", "H", "C", "C", "C", "O", "C", "N", "H", "H", "H", "H", "H", "H", "H", "H", "H", "H", "H", "C", "C", "C", "O", "C", "N", "H", "H", "H", "H", "H", "H", "H", "H", "H", "H", "H", "C", "C", "C", "O", "C", "N", "H", "H", "H", "H", "H", "H", "H", "H", "H", "H", "H"], "positions_angstrom": [[11.67, 16.62, 20.38], [11.85, 15.47, 19.61], [10.93, 17.28, 19.94], [11.32, 16.28, 21.37], [12.59, 17.22, 20.45], [11.47, 15.72, 18.76], [12.26, 8.50, 22.43], [11.82, 9.64, 21.80], [12.90, 8.83, 23.22], [11.44, 7.90, 22.87], [12.87, 7.81, 21.74], [10.86, 9.71, 21.67], [14.65, 8.56, 17.93], [13.30, 8.45, 17.68], [14.87, 9.56, 18.31], [15.02, 7.90, 18.72], [15.14, 8.37, 16.99], [12.75, 9.15, 18.12], [7.85, 16.35, 16.35], [8.77, 15.65, 15.33], [9.96, 14.92, 16.01], [10.77, 15.75, 16.75], [11.84, 16.27, 15.93], [8.03, 14.80, 14.45], [8.38, 17.08, 16.94], [7.45, 15.58, 17.03], [7.08, 16.77, 15.74], [9.25, 16.33, 14.67], [10.48, 14.38, 15.15], [9.47, 14.13, 16.59], [12.69, 16.50, 16.59], [11.56, 17.31, 15.60], [12.10, 15.60, 15.13], [7.49, 14.10, 14.95], [8.63, 14.26, 13.87], [16.05, 15.50, 14.77], [16.43, 14.31, 15.64], [15.44, 14.00, 16.83], [15.62, 12.74, 17.47], [16.66, 12.73, 18.40], [16.32, 13.17, 14.75], [15.82, 16.44, 15.35], [15.21, 15.38, 14.12], [16.90, 15.78, 14.14], [17.47, 14.45, 16.06], [14.44, 13.90, 16.41], [15.54, 14.81, 17.57], [16.47, 11.99, 19.16], [16.60, 13.74, 18.87], [17.61, 12.54, 17.92], [16.66, 12.31, 15.06], [16.72, 13.36, 13.86], [10.81, 10.62, 16.11], [12.03, 11.51, 16.15], [12.25, 12.17, 17.51], [12.43, 11.28, 18.59], [12.86, 11.94, 19.77], [13.18, 10.80, 15.61], [10.95, 9.72, 16.71], [10.52, 10.36, 15.13], [9.95, 11.15, 16.55], [11.75, 12.41, 15.50], [11.32, 12.68, 17.68], [13.07, 12.89, 17.51], [12.42, 12.94, 19.97], [13.90, 12.19, 19.69], [12.63, 11.28, 20.60], [13.08, 9.87, 16.00], [14.07, 11.14, 15.99], [14.43, 12.79, 11.38], [13.19, 13.47, 12.00], [11.98, 13.07, 11.24], [12.07, 13.59, 9.95], [11.13, 13.09, 9.00], [13.01, 13.28, 13.41], [14.47, 12.98, 10.30], [14.35, 11.70, 11.52], [15.38, 13.18, 11.75], [13.32, 14.54, 11.89], [11.04, 13.41, 11.74], [11.97, 12.02, 11.10], [11.23, 12.03, 8.88], [11.39, 13.56, 8.04], [10.14, 13.26, 9.24], [13.83, 13.60, 13.83], [13.04, 12.23, 13.65], [11.26, 5.13, 17.09], [11.10, 6.46, 16.41], [12.04, 6.74, 15.27], [11.70, 7.96, 14.56], [12.65, 8.24, 13.49], [9.70, 6.63, 16.01], [12.28, 5.07, 17.56], [11.04, 4.32, 16.44], [10.49, 5.06, 17.80], [11.43, 7.26, 17.12], [12.05, 5.97, 14.49], [13.06, 6.76, 15.71], [12.38, 7.71, 12.59], [13.60, 7.82, 13.87], [12.76, 9.35, 13.37], [9.69, 6.98, 15.07], [9.24, 7.22, 16.68], [8.92, 13.18, 19.11], [9.15, 11.84, 19.75], [8.63, 11.83, 21.16], [9.17, 10.68, 21.81], [8.84, 10.62, 23.24], [8.46, 10.77, 18.98], [7.88, 13.48, 19.21], [9.11, 13.04, 18.09], [9.49, 14.03, 19.51], [10.18, 11.59, 19.81], [7.56, 11.79, 21.12], [9.04, 12.76, 21.59], [8.20, 11.41, 23.49], [9.67, 10.87, 23.91], [8.39, 9.62, 23.48], [9.19, 10.18, 18.57], [7.87, 10.18, 19.56]]}

=====

b:
{"formula": "C27H78N6O9", "method": "ωB97M-V/def2-TZVPD", "e_lumo_ev": 0.372, "homo_ev": -9.14, "gap_ev": 9.51, "smiles": "COC[C@H](C)N.COC[C@H](C)N.COC[C@H](C)N.COC[C@H](C)N.COC[C@H](C)N.COC[C@H](C)N.CO.CO.CO", "spin_multiplicity": 1, "symbols": ["C", "O", "H", "H", "H", "H", "C", "O", "H", "H", "H", "H", "C", "O", "H", "H", "H", "H", "C", "C", "C", "O", "C", "N", "H", "H", "H", "H", "H", "H", "H", "H", "H", "H", "H", "C", "C", "C", "O", "C", "N", "H", "H", "H", "H", "H", "H", "H", "H", "H", "H", "H", "C", "C", "C", "O", "C", "N", "H", "H", "H", "H", "H", "H", "H", "H", "H", "H", "H", "C", "C", "C", "O", "C", "N", "H", "H", "H", "H", "H", "H", "H", "H", "H", "H", "H", "C", "C", "C", "O", "C", "N", "H", "H", "H", "H", "H", "H", "H", "H", "H", "H", "H", "C", "C", "C", "O", "C", "N", "H", "H", "H", "H", "H", "H", "H", "H", "H", "H", "H"], "positions_angstrom": [[-7.73, 32.65, 14.68], [-7.23, 33.98, 14.62], [-8.66, 32.67, 15.24], [-7.84, 32.30, 13.64], [-7.08, 31.94, 15.21], [-6.24, 33.92, 14.53], [-4.27, 31.37, 17.68], [-3.38, 32.28, 17.06], [-5.16, 31.34, 17.05], [-3.90, 30.33, 17.63], [-4.53, 31.56, 18.72], [-2.65, 32.47, 17.69], [-0.30, 32.63, 14.87], [1.06, 32.28, 14.87], [-0.94, 31.98, 14.26], [-0.73, 32.61, 15.87], [-0.48, 33.63, 14.47], [1.14, 31.35, 14.66], [-0.10, 30.83, 18.23], [-0.38, 31.86, 19.32], [0.81, 32.34, 20.13], [0.42, 33.36, 21.04], [-0.42, 32.93, 22.08], [-1.27, 32.93, 18.84], [0.75, 31.11, 17.59], [-0.95, 30.68, 17.57], [0.19, 29.86, 18.64], [-1.02, 31.34, 20.04], [1.60, 32.70, 19.47], [1.36, 31.56, 20.68], [0.03, 32.13, 22.67], [-1.41, 32.61, 21.73], [-0.53, 33.76, 22.78], [-0.69, 33.49, 18.20], [-1.47, 33.55, 19.62], [-7.90, 33.29, 18.55], [-6.90, 33.75, 19.62], [-5.75, 34.46, 18.92], [-4.80, 34.83, 19.89], [-3.72, 35.56, 19.34], [-7.54, 34.67, 20.58], [-8.65, 32.59, 18.92], [-7.43, 32.72, 17.74], [-8.38, 34.15, 18.07], [-6.47, 32.88, 20.12], [-6.17, 35.34, 18.41], [-5.29, 33.84, 18.14], [-3.27, 35.01, 18.50], [-2.96, 35.65, 20.12], [-4.05, 36.55, 19.04], [-7.99, 35.37, 19.99], [-8.24, 34.13, 21.08], [-4.18, 29.79, 14.12], [-4.80, 29.90, 12.75], [-3.84, 30.53, 11.72], [-3.50, 31.83, 12.12], [-2.49, 32.37, 11.28], [-5.22, 28.57, 12.27], [-3.66, 30.68, 14.47], [-3.39, 29.03, 14.04], [-4.85, 29.50, 14.93], [-5.72, 30.50, 12.76], [-4.37, 30.54, 10.76], [-2.97, 29.87, 11.61], [-1.78, 31.60, 10.98], [-1.94, 33.15, 11.81], [-2.95, 32.85, 10.41], [-5.72, 28.15, 13.05], [-5.91, 28.64, 11.53], [-4.50, 35.70, 13.14], [-3.86, 35.01, 14.36], [-4.22, 35.80, 15.62], [-3.58, 37.05, 15.57], [-3.85, 37.82, 16.70], [-4.45, 33.66, 14.42], [-4.22, 35.17, 12.23], [-4.09, 36.71, 13.06], [-5.59, 35.79, 13.20], [-2.78, 34.93, 14.25], [-3.97, 35.19, 16.50], [-5.31, 35.95, 15.66], [-3.77, 38.89, 16.49], [-3.15, 37.58, 17.51], [-4.85, 37.74, 17.12], [-4.09, 33.09, 13.65], [-4.09, 33.15, 15.23], [-4.19, 23.23, 17.44], [-3.42, 24.10, 16.46], [-3.03, 25.46, 17.05], [-4.19, 26.22, 17.19], [-4.06, 27.47, 17.83], [-2.23, 23.34, 16.04], [-3.70, 23.17, 18.41], [-4.43, 22.29, 16.96], [-5.14, 23.75, 17.61], [-4.08, 24.29, 15.61], [-2.30, 25.84, 16.32], [-2.58, 25.31, 18.03], [-5.03, 27.96, 17.75], [-3.27, 28.06, 17.37], [-3.79, 27.35, 18.89], [-2.51, 22.44, 15.66], [-1.79, 23.84, 15.27], [-1.00, 26.83, 20.07], [-1.07, 27.12, 21.59], [-2.51, 27.29, 22.06], [-3.29, 28.16, 21.25], [-2.95, 29.51, 21.45], [-0.41, 26.07, 22.39], [-1.49, 27.64, 19.55], [-1.47, 25.88, 19.82], [0.04, 26.81, 19.73], [-0.53, 28.05, 21.81], [-2.54, 27.72, 23.07], [-3.02, 26.33, 22.08], [-3.05, 29.78, 22.51], [-3.58, 30.15, 20.83], [-1.90, 29.72, 21.22], [-0.87, 25.20, 22.15], [0.53, 25.98, 22.00]]}

=====

Most stable pick: b. Distance to second place: 38.0 kcal/mol.